(1)
The following is a quantum chemistry calculation of a molecular structure, C17H31Cl2HfNO3P2 in a non-equilibrium geometry, from the OMol25 dataset.

Properties
Energy in eV: -70687.567
Kohn-Sham gap in eV: 6.746
E_LUMO in eV: -0.4
HOMO energy in eV: -7.2

Last column: Löwdin charge in e.
CARTESIAN COORDINATES (ANGSTROEM)
Hf  0.12  0.09  -0.31  1.01
P  2.39  -0.33  -1.22  0.74
P  -1.98  0.59  0.87  0.71
N  -0.60  0.11  -1.92  -0.28
H  -0.02  -1.51  0.46  -0.01
C  3.10  -2.04  -1.39  -0.24
H  4.09  -2.04  -1.90  0.05
H  2.39  -2.65  -1.98  0.05
H  3.20  -2.51  -0.40  0.03
C  3.81  0.60  -0.46  -0.26
H  4.76  0.35  -0.96  0.05
H  3.89  0.37  0.61  0.02
H  3.60  1.67  -0.57  0.05
C  2.47  0.25  -2.97  -0.27
H  3.49  0.12  -3.39  0.05
H  2.18  1.31  -2.99  0.05
H  1.75  -0.32  -3.57  0.04
C  -2.98  -0.81  1.57  -0.22
H  -3.93  -0.47  2.02  0.05
H  -2.37  -1.32  2.34  0.00
H  -3.18  -1.53  0.76  0.06
C  -1.91  1.75  2.32  -0.24
H  -2.90  1.89  2.77  0.05
H  -1.52  2.72  1.97  0.05
H  -1.21  1.34  3.07  -0.05
C  -3.20  1.42  -0.24  -0.29
H  -4.15  1.64  0.29  0.04
H  -3.41  0.76  -1.10  0.04
H  -2.75  2.35  -0.61  0.03
C  -1.12  0.29  -3.18  -0.42
C  -2.06  -0.64  -5.23  -0.11
C  -1.54  -0.83  -3.95  -0.05
C  -1.24  1.59  -3.72  -0.07
C  -1.77  1.77  -5.00  -0.11
C  -2.18  0.66  -5.76  -0.12
H  -2.38  -1.50  -5.82  0.10
H  -1.44  -1.83  -3.51  0.10
H  -0.91  2.44  -3.12  0.10
H  -1.87  2.78  -5.42  0.10
H  -2.60  0.80  -6.77  0.09
C  1.72  -0.18  2.55  -0.45
O  1.05  0.43  1.69  -0.17
C  2.24  -1.55  2.28  -0.05
H  2.40  -2.12  3.22  0.10
H  3.21  -1.49  1.76  0.08
H  1.52  -2.05  1.60  0.06
C  1.97  0.48  3.89  -0.04
H  1.47  -0.11  4.68  0.06
H  1.58  1.51  3.89  0.07
H  3.05  0.48  4.12  0.10
Cl  -0.57  1.18  5.31  0.58
C  -1.06  -0.45  4.60  -0.90
Cl  -2.83  -0.46  4.81  0.63
C  -0.52  -1.13  3.22  -0.41
O  0.05  -2.29  3.40  0.00
O  -0.63  -0.52  1.90  -0.62
H  -0.66  -1.05  5.44  0.05

---

(2)
The following is a quantum chemistry calculation of a molecular structure, C17H31Cl2N4SeSiTeV in a non-equilibrium geometry, from the OMol25 dataset.

Properties
Energy in eV: -155339.241
Charge: +1
Kohn-Sham gap (alpha / beta) in eV: 7.345 / 7.926
Multiplicity: 4
Energy relative to the best compared isomer or geometry (same formula, charge and spin) in kJ/mol: 91.4
E_LUMO (alpha / beta) in eV: -2.2 / -2.3
HOMO energy (alpha / beta) in eV: -9.5 / -10.2

Last column: Mulliken spin population.
CARTESIAN COORDINATES (ANGSTROEM)
V  0.24  -0.74  0.42  2.87
C  -2.61  -3.22  0.43  0.03
C  -2.69  -1.89  1.11  0.00
C  -3.87  -1.42  1.64  0.00
C  -3.88  -0.18  2.28  0.01
C  -2.73  0.57  2.37  -0.02
C  -1.54  0.04  1.82  -0.02
N  -1.55  -1.17  1.20  -0.04
N  -0.32  0.61  1.78  0.02
Si  0.31  1.56  3.10  0.01
C  2.08  2.12  2.74  0.00
C  -0.69  3.10  3.52  0.00
C  0.42  0.51  4.68  0.00
H  -3.61  -3.62  0.26  0.00
H  -2.07  -3.93  1.07  0.00
H  -2.09  -3.15  -0.52  0.00
H  -4.77  -2.01  1.56  0.00
H  -4.81  0.22  2.68  0.00
H  -2.72  1.54  2.83  0.00
H  2.14  2.75  1.86  0.00
H  2.77  1.29  2.63  0.00
H  2.43  2.71  3.59  0.00
H  -0.97  3.67  2.63  0.00
H  -0.08  3.75  4.15  0.00
H  -1.60  2.87  4.07  0.00
H  0.98  -0.41  4.54  0.00
H  -0.56  0.25  5.07  0.00
H  0.94  1.09  5.45  0.00
Cl  0.92  -2.98  -0.46  0.02
C  1.42  -3.43  1.18  0.02
Cl  1.41  -1.92  2.13  0.01
H  2.42  -3.85  1.15  0.00
H  0.70  -4.11  1.60  0.00
C  0.25  -1.74  -4.35  0.00
N  0.00  -0.32  -4.31  0.00
C  0.26  0.57  -5.32  0.00
C  -0.20  1.78  -4.92  0.00
N  -0.73  1.61  -3.67  0.00
C  -1.39  2.63  -2.87  0.00
C  -0.62  0.32  -3.29  0.01
Se  -1.27  -0.40  -1.71  0.03
H  0.92  -1.95  -5.19  0.00
H  -0.68  -2.29  -4.49  0.00
H  0.71  -2.08  -3.43  0.00
H  0.76  0.29  -6.23  0.00
H  -0.17  2.73  -5.43  0.00
H  -1.21  3.61  -3.32  0.00
H  -1.00  2.62  -1.86  0.00
H  -2.46  2.44  -2.82  0.00
C  2.76  0.48  -2.57  0.02
Te  2.38  0.61  -0.45  0.00
C  4.09  -0.59  0.04  0.02
H  2.73  -0.55  -2.93  0.00
H  3.74  0.91  -2.75  0.00
H  2.01  1.08  -3.07  0.00
H  4.99  -0.05  -0.20  0.00
H  4.05  -1.53  -0.52  0.00
H  4.07  -0.79  1.11  0.00

---

> What is the energy in the second record?

-155339.241 eV